Computed, not measured: 3 unconnected molecules or ions with the total composition C3H9N3O6, with ωB97M-V/def2-TZVPD.

Element x y z (Å)
C1 -10.84 -19.22 19.79
N1 -10.52 -19.48 18.36
O1 -11.38 -19.94 17.65
O2 -9.39 -19.20 18.01
H1 -11.22 -20.14 20.23
H2 -11.63 -18.47 19.81
H3 -9.93 -18.90 20.28
C2 -8.00 -16.28 18.29
N2 -7.35 -16.45 19.62
O3 -6.29 -15.90 19.82
O4 -7.92 -17.18 20.41
H4 -7.77 -15.27 17.97
H5 -9.05 -16.49 18.43
H6 -7.53 -17.00 17.63
C3 -3.62 -19.26 19.44
N3 -5.02 -19.00 19.00
O5 -5.16 -18.22 18.07
O6 -5.93 -19.53 19.59
H7 -3.64 -20.16 20.05
H8 -3.32 -18.42 20.05
H9 -3.03 -19.44 18.55

Its HOMO-LUMO gap is 11.33 eV. Its total charge is 0. As for the HOMO energy: -10.9 eV. The calculation puts the energy above the lowest of the compared OMol25 structures with the same formula, charge and spin at 0.015 eV.


Computed, not measured: a molecular structure, C19H43N2O2P2V in a non-equilibrium geometry, with ωB97M-V/def2-TZVPD.

Element x y z (Å)
V1 0.10 -0.25 -0.68
P1 2.26 0.84 -0.66
P2 -2.25 -0.82 -0.69
N1 -0.02 0.11 -2.49
C1 2.37 0.83 -2.51
H1 2.97 1.69 -2.84
H2 2.93 -0.08 -2.79
C2 1.00 0.85 -3.21
H3 0.67 1.90 -3.38
H4 1.11 0.42 -4.22
C3 -1.27 0.02 -3.22
H5 -1.05 -0.38 -4.23
H6 -1.69 1.03 -3.40
C4 -2.30 -0.89 -2.54
H7 -2.14 -1.94 -2.83
H8 -3.31 -0.62 -2.89
C5 -3.64 0.32 -0.23
C6 -3.56 0.82 1.22
H9 -4.41 1.50 1.38
H10 -2.65 1.39 1.41
H11 -3.64 -0.01 1.94
C7 -2.59 -2.49 0.02
C8 -2.88 -2.45 1.52
H12 -2.87 -3.48 1.90
H13 -3.87 -2.03 1.74
H14 -2.12 -1.89 2.07
C9 3.57 -0.23 0.06
C10 3.74 -0.02 1.57
H15 4.39 -0.82 1.96
H16 2.79 -0.10 2.10
H17 4.22 0.93 1.81
C11 2.57 2.60 -0.18
C12 2.17 2.92 1.26
H18 2.38 3.98 1.44
H19 2.75 2.33 1.99
H20 1.10 2.76 1.44
C13 -0.50 1.36 -0.08
O1 -0.90 2.43 0.23
C14 -3.66 -3.27 -0.74
H21 -4.66 -2.86 -0.56
H22 -3.48 -3.30 -1.82
H23 -3.65 -4.31 -0.37
C15 4.91 -0.14 -0.66
H24 5.56 -0.93 -0.29
H25 4.81 -0.27 -1.75
H26 5.40 0.82 -0.47
C16 4.00 3.07 -0.45
H27 4.01 4.16 -0.34
H28 4.71 2.66 0.27
H29 4.34 2.84 -1.47
C17 -5.03 -0.24 -0.53
H30 -5.33 -1.01 0.19
H31 -5.75 0.59 -0.41
H32 -5.13 -0.62 -1.55
H33 -3.47 1.20 -0.89
H34 1.89 3.16 -0.84
H35 -1.62 -3.00 -0.11
H36 3.16 -1.25 -0.08
H37 0.87 -1.98 -1.73
H38 0.89 -2.21 -0.98
C18 -0.17 0.40 3.49
C19 0.30 -0.92 2.96
N2 0.63 -1.81 3.92
O2 0.41 -1.22 1.75
H39 -1.08 0.25 4.11
H40 -0.42 1.08 2.67
H41 0.61 0.86 4.11
H42 0.96 -2.74 3.67
H43 0.55 -1.56 4.90

Its HOMO-LUMO gap (alpha / beta) is 7.10 / 7.74 eV. Its total charge is +2. As for the multiplicity: 3. As for the HOMO energy (alpha / beta): -14.4 / -15.3 eV.


Computed, not measured: a molecular structure, C43H79Br21Hg2N4O4 in a non-equilibrium geometry, with ωB97M-V/def2-TZVPD.

Element x y z (Å)
Hg1 5.38 -0.07 16.23
Hg2 6.56 -1.13 12.68
C1 3.49 2.51 12.83
C2 4.20 1.43 12.01
C3 4.25 1.92 10.53
C4 5.26 3.06 10.33
C5 6.61 2.60 10.84
C6 6.70 1.96 12.26
N1 5.54 1.07 12.48
O1 5.50 0.63 13.85
C7 6.83 3.12 13.25
C8 8.02 1.19 12.22
C9 3.29 0.21 11.90
H1 3.76 2.55 13.89
H2 2.41 2.34 12.82
H3 3.51 3.55 12.47
H4 3.26 2.24 10.21
H5 4.61 1.20 9.80
H6 4.88 3.91 10.91
H7 5.31 3.31 9.27
H8 7.20 3.52 10.81
H9 7.12 1.99 10.09
H10 6.98 2.78 14.27
H11 5.93 3.75 13.20
H12 7.57 3.89 13.02
H13 8.21 0.64 13.15
H14 8.85 1.86 12.04
H15 8.08 0.50 11.37
H16 3.11 -0.31 12.85
H17 3.75 -0.55 11.27
H18 2.27 0.48 11.61
C10 1.62 1.07 18.45
C11 2.40 1.27 17.15
C12 1.72 2.37 16.30
C13 2.26 3.75 16.68
C14 3.78 3.83 16.62
C15 4.44 2.81 17.57
N2 3.83 1.48 17.40
O2 4.50 0.49 18.20
C16 4.36 3.38 19.00
C17 5.92 2.75 17.18
C18 2.21 0.02 16.31
H19 1.79 1.80 19.25
H20 1.77 0.11 18.94
H21 0.53 1.18 18.36
H22 0.67 2.57 16.52
H23 1.91 2.23 15.23
H24 1.95 3.91 17.71
H25 1.82 4.52 16.03
H26 4.17 4.84 16.79
H27 4.10 3.71 15.58
H28 4.75 4.40 19.05
H29 4.84 2.82 19.80
H30 3.32 3.49 19.30
H31 6.03 2.35 16.17
H32 6.65 2.19 17.78
H33 6.36 3.75 17.28
H34 2.63 -0.86 16.82
H35 2.77 0.04 15.37
H36 1.17 -0.13 16.04
C19 6.43 -4.58 16.59
C20 5.87 -3.16 16.81
C21 5.58 -3.01 18.31
C22 6.79 -2.67 19.16
C23 7.71 -1.63 18.54
C24 8.08 -1.80 17.06
N3 6.80 -2.11 16.39
O3 6.69 -1.74 15.01
C25 9.12 -2.99 16.92
C26 8.71 -0.44 16.66
C27 4.52 -3.14 16.07
H37 7.32 -4.82 17.17
H38 6.60 -4.73 15.52
H39 5.69 -5.32 16.91
H40 5.19 -3.90 18.82
H41 4.74 -2.33 18.47
H42 7.42 -3.56 19.15
H43 6.51 -2.37 20.17
H44 8.61 -1.76 19.18
H45 7.50 -0.60 18.87
H46 10.05 -2.43 16.85
H47 8.95 -3.65 16.07
H48 9.16 -3.50 17.88
H49 9.69 -0.30 17.09
H50 8.01 0.37 16.87
H51 8.91 -0.59 15.59
H52 4.03 -2.17 16.24
H53 3.79 -3.87 16.42
H54 4.71 -3.30 15.02
C28 5.65 -4.83 10.04
C29 5.73 -4.17 11.44
C30 5.57 -5.28 12.52
C31 6.90 -6.03 12.75
C32 8.07 -5.09 12.93
C33 8.24 -4.05 11.86
N4 6.95 -3.37 11.67
O4 7.07 -2.19 10.82
C34 8.88 -4.79 10.65
C35 9.34 -3.05 12.31
C36 4.52 -3.25 11.66
H55 4.66 -5.28 9.90
H56 6.29 -5.70 10.14
H57 5.81 -4.21 9.17
H58 4.85 -6.06 12.25
H59 5.40 -4.87 13.51
H60 7.11 -6.84 12.04
H61 6.74 -6.75 13.57
H62 8.96 -5.66 13.21
H63 7.90 -4.54 13.87
H64 8.16 -5.35 10.07
H65 9.70 -5.46 10.93
H66 9.43 -4.11 9.99
H67 10.27 -3.62 12.38
H68 9.22 -2.77 13.37
H69 9.54 -2.18 11.70
H70 4.76 -2.41 12.31
H71 3.63 -3.77 12.02
H72 4.34 -2.73 10.72
C37 6.16 7.42 11.54
Br1 4.96 8.74 10.69
Br2 6.83 6.17 10.23
Br3 5.05 6.67 13.01
H73 7.04 7.94 11.90
C38 11.84 1.22 10.27
Br4 12.37 -0.21 11.43
Br5 11.40 2.91 11.19
Br6 10.23 0.58 9.35
H74 12.67 1.53 9.65
C39 5.99 4.85 6.14
Br7 4.18 5.41 6.71
Br8 7.18 6.37 5.79
Br9 5.83 3.65 4.62
H75 6.43 4.27 6.94
C40 4.75 -0.70 7.03
Br10 3.61 -1.30 8.51
Br11 5.16 1.23 7.07
Br12 4.03 -1.35 5.26
H76 5.65 -1.30 7.07
C41 0.68 6.26 11.38
Br13 1.20 5.24 12.96
Br14 1.78 5.85 9.80
Br15 0.81 8.12 11.86
H77 -0.34 6.06 11.08
C42 1.14 2.42 7.71
Br16 1.57 0.87 6.59
Br17 0.20 2.02 9.39
Br18 0.15 3.82 6.76
H78 2.11 2.82 7.97
C43 0.46 -3.42 9.39
Br19 1.69 -4.93 9.34
Br20 0.87 -2.03 10.69
Br21 -1.32 -4.16 9.62
H79 0.47 -2.96 8.41

Its HOMO-LUMO gap is 6.19 eV. Its total charge is 0. As for the HOMO energy: -6.9 eV. The calculation puts the energy above the lowest of the compared OMol25 structures with the same formula, charge and spin at 0.469 eV.


Computed, not measured: 2 unconnected molecules or ions with the total composition C5H9NO in a non-equilibrium geometry, with ωB97M-V/def2-TZVPD.

Element x y z (Å)
C1 -1.11 -1.44 0.76
C2 0.05 -0.44 0.72
C3 -0.22 0.95 0.16
O1 -0.99 1.70 1.02
C4 0.24 1.64 -0.89
C5 2.61 0.23 -1.51
N1 1.84 -0.60 -1.84
H1 -1.33 -1.86 -0.23
H2 -0.86 -2.28 1.42
H3 -2.03 -0.99 1.13
H4 0.93 -0.90 0.27
H5 0.37 -0.24 1.76
H6 0.90 -0.95 -1.93
H7 -1.20 1.18 1.80
H8 0.18 2.72 -0.81
H9 0.61 1.27 -1.82

Its HOMO-LUMO gap is 9.41 eV. Its total charge is 0. As for the HOMO energy: -8.7 eV. The calculation puts the energy above the lowest of the compared OMol25 structures with the same formula, charge and spin at 3.522 eV.


Computed, not measured: a gas-phase ion, C18H36NO2 (charge +1) in a non-equilibrium geometry, with ωB97M-V/def2-TZVPD.

Element x y z (Å)
C1 -0.95 -3.48 1.57
O1 -1.97 -3.25 0.60
C2 -1.80 -2.27 -0.27
O2 -0.82 -1.55 -0.28
C3 -2.95 -2.16 -1.23
C4 -3.48 -0.73 -1.27
C5 -4.07 -0.32 0.08
C6 -4.46 1.16 0.16
C7 -3.32 2.14 -0.12
C8 -2.07 1.87 0.72
C9 -0.99 2.93 0.49
C10 0.34 2.57 1.18
C11 1.51 2.47 0.20
C12 1.34 1.33 -0.82
N1 2.24 0.14 -0.67
C13 1.85 -0.82 -1.71
C14 2.05 -0.46 0.68
C15 3.01 -1.61 0.97
C16 4.45 -1.15 0.81
C17 4.66 -0.58 -0.59
C18 3.66 0.55 -0.86
H1 -0.81 -2.59 2.19
H2 0.00 -3.72 1.08
H3 -1.29 -4.31 2.17
H4 -3.73 -2.86 -0.92
H5 -2.59 -2.45 -2.22
H6 -2.66 -0.06 -1.54
H7 -4.24 -0.64 -2.05
H8 -4.96 -0.92 0.27
H9 -3.35 -0.54 0.87
H10 -4.86 1.35 1.15
H11 -5.26 1.36 -0.56
H12 -3.05 2.11 -1.18
H13 -3.67 3.15 0.10
H14 -2.34 1.85 1.78
H15 -1.66 0.88 0.46
H16 -1.36 3.88 0.87
H17 -0.84 3.05 -0.58
H18 0.59 3.34 1.92
H19 0.22 1.63 1.72
H20 1.58 3.41 -0.34
H21 2.43 2.37 0.77
H22 1.51 1.71 -1.83
H23 0.32 0.95 -0.76
H24 2.50 -1.69 -1.70
H25 0.82 -1.15 -1.52
H26 1.90 -0.35 -2.69
H27 2.20 0.32 1.42
H28 1.01 -0.81 0.72
H29 2.83 -1.94 1.99
H30 2.82 -2.46 0.31
H31 5.14 -1.98 0.98
H32 4.68 -0.38 1.56
H33 5.66 -0.16 -0.68
H34 4.57 -1.37 -1.33
H35 3.78 0.91 -1.88
H36 3.88 1.37 -0.18

Its HOMO-LUMO gap is 11.31 eV. Its total charge is +1. As for the HOMO energy: -13.3 eV. The calculation puts the energy above the lowest of the compared OMol25 structures with the same formula, charge and spin at 0.159 eV.


Computed, not measured: 2 unconnected molecules or ions with the total composition CCl2NOP in a non-equilibrium geometry, with ωB97M-V/def2-TZVPD.

Element x y z (Å)
N1 -1.24 0.57 1.56
C1 -0.28 0.96 1.02
P1 1.42 1.08 0.12
O1 1.10 1.56 -1.21
Cl1 0.23 -1.40 -0.81
Cl2 -1.22 -2.78 -0.69

Its HOMO-LUMO gap is 8.96 eV. Its total charge is 0. As for the HOMO energy: -11.3 eV. The calculation puts the energy above the lowest of the compared OMol25 structures with the same formula, charge and spin at 3.240 eV.


Computed, not measured: a molecular structure, C29H18Br2N7NiOSe2, with ωB97M-V/def2-TZVPD.

Element x y z (Å)
Ni1 0.00 0.06 0.07
Se1 5.49 5.24 0.19
N1 5.49 3.49 0.09
C1 4.24 3.09 0.04
C2 3.84 1.70 -0.03
C3 4.76 0.65 -0.01
C4 4.29 -0.64 -0.06
C5 2.92 -0.85 -0.13
N2 2.02 0.13 -0.16
C6 2.47 1.40 -0.09
C7 1.47 2.46 -0.05
N3 0.17 2.10 -0.10
C8 -0.75 3.04 0.01
C9 -0.46 4.39 0.16
C10 0.86 4.78 0.17
C11 1.85 3.81 0.06
C12 3.26 4.13 0.09
N4 3.73 5.35 0.17
H1 5.82 0.88 0.05
H2 4.96 -1.49 -0.05
H3 2.54 -1.86 -0.19
H4 -1.78 2.72 -0.02
H5 -1.27 5.10 0.25
H6 1.15 5.82 0.27
Br1 -0.37 -0.08 5.00
C13 -1.74 0.01 3.70
C14 -3.07 0.07 4.10
C15 -4.08 0.16 3.16
Br2 -5.88 0.24 3.76
C16 -3.78 0.25 1.79
C17 -4.73 0.45 0.77
C18 -4.32 0.64 -0.52
C19 -2.95 0.55 -0.82
N5 -2.03 0.29 0.09
C20 -2.41 0.18 1.40
C21 -1.34 0.05 2.36
O1 -0.11 0.02 1.99
H7 -3.31 0.06 5.15
H8 -5.78 0.47 1.02
H9 -5.02 0.84 -1.31
H10 -2.60 0.72 -1.83
C22 -1.01 -1.89 -3.25
N6 -1.92 -2.43 -2.26
C23 -1.63 -2.67 -0.97
Se2 -0.02 -2.40 -0.10
N7 -2.75 -3.12 -0.37
C24 -3.80 -3.13 -1.27
C25 -5.15 -3.40 -1.13
C26 -5.95 -3.23 -2.25
C27 -5.41 -2.81 -3.47
C28 -4.06 -2.54 -3.61
C29 -3.27 -2.69 -2.49
H11 -0.05 -1.71 -2.77
H12 -1.40 -0.96 -3.65
H13 -0.87 -2.60 -4.07
H14 -2.78 -3.40 0.59
H15 -5.56 -3.71 -0.17
H16 -7.01 -3.41 -2.17
H17 -6.07 -2.68 -4.32
H18 -3.65 -2.21 -4.56

Its HOMO-LUMO gap (alpha / beta) is 6.39 / 6.26 eV. Its total charge is +1. As for the multiplicity: 3. As for the HOMO energy (alpha / beta): -9.8 / -9.7 eV. The calculation puts the energy above the lowest of the compared OMol25 structures with the same formula, charge and spin at 0.550 eV.


Computed, not measured: a molecular structure, C25H26Br33F10IN2O4S in a non-equilibrium geometry, with ωB97M-V/def2-TZVPD.

Element x y z (Å)
C1 0.06 -3.69 2.52
C2 1.05 -3.45 1.39
F1 2.20 -4.16 1.66
C3 1.38 -1.97 1.11
I1 2.06 -1.15 3.04
N1 0.11 -1.34 0.76
C4 0.25 -0.73 -0.50
O1 -0.67 -0.52 -1.24
C5 1.73 -0.47 -0.79
C6 2.20 0.87 -0.29
C7 1.44 2.03 -0.98
C8 1.15 3.24 -0.09
F2 1.60 4.36 -0.76
F3 1.82 3.21 1.08
C9 -0.36 3.55 0.14
F4 -1.04 3.38 -1.00
F5 -0.48 4.85 0.49
S1 -1.20 2.57 1.52
F6 -2.37 3.62 1.59
F7 -2.04 1.73 0.48
F8 -0.07 1.46 1.46
F9 -0.39 3.36 2.60
F10 -1.89 1.75 2.68
O2 1.79 -0.58 -2.24
C10 2.92 -0.21 -2.72
N2 3.94 0.13 -3.12
C11 2.37 -1.70 -0.06
C12 2.32 -2.89 -1.04
C13 3.84 -1.45 0.31
C14 4.62 -2.66 0.77
O3 4.80 -2.93 1.92
O4 5.14 -3.38 -0.23
H1 0.57 -3.90 3.45
H2 -0.61 -2.86 2.68
H3 -0.54 -4.56 2.28
H4 0.60 -3.85 0.48
H5 -0.65 -2.00 0.60
H6 2.08 0.85 0.79
H7 3.26 0.99 -0.50
H8 0.52 1.67 -1.44
H9 2.05 2.38 -1.79
H10 2.98 -2.72 -1.88
H11 2.63 -3.81 -0.57
H12 1.32 -3.03 -1.44
H13 3.95 -0.69 1.06
H14 4.34 -1.08 -0.59
H15 5.71 -4.05 0.17
C15 3.93 0.99 -6.99
Br1 5.39 1.97 -7.77
Br2 2.35 2.09 -6.85
Br3 3.57 -0.65 -7.94
H16 4.22 0.73 -5.99
C16 -2.88 4.90 -3.69
Br4 -1.43 5.91 -4.47
Br5 -4.46 5.98 -3.49
Br6 -3.23 3.28 -4.68
H17 -2.57 4.61 -2.70
C17 5.50 6.09 -8.69
Br7 3.83 5.75 -9.58
Br8 5.40 5.66 -6.82
Br9 6.95 5.15 -9.54
H18 5.70 7.14 -8.78
C18 -8.32 6.21 -3.51
Br10 -9.55 4.88 -2.84
Br11 -9.00 7.05 -5.10
Br12 -7.84 7.50 -2.17
H19 -7.42 5.68 -3.79
C19 -4.28 7.32 0.72
Br13 -4.32 8.76 -0.56
Br14 -4.87 7.91 2.46
Br15 -5.29 5.80 0.11
H20 -3.25 7.01 0.82
C20 -10.18 7.87 1.61
Br16 -10.70 9.71 1.40
Br17 -10.72 6.79 0.11
Br18 -8.29 7.70 1.95
H21 -10.69 7.49 2.48
C21 3.21 -8.20 1.20
Br19 3.21 -6.93 -0.25
Br20 2.58 -7.43 2.85
Br21 2.23 -9.79 0.74
H22 4.23 -8.48 1.36
C22 0.87 -12.76 3.48
Br22 1.75 -13.24 1.84
Br23 2.09 -11.95 4.72
Br24 -0.66 -11.64 3.16
H23 0.51 -13.68 3.93
C23 2.59 -4.94 6.89
Br25 2.52 -3.65 5.47
Br26 2.00 -4.20 8.57
Br27 1.61 -6.52 6.42
H24 3.63 -5.23 7.02
C24 -2.75 -5.90 0.17
Br28 -3.65 -6.63 1.71
Br29 -3.05 -4.01 -0.01
Br30 -0.87 -6.30 0.20
H25 -3.17 -6.38 -0.71
C25 -0.64 2.09 6.25
Br31 -0.45 0.20 6.57
Br32 -1.75 2.94 7.57
Br33 1.08 2.95 6.11
H26 -1.13 2.21 5.30

Its HOMO-LUMO gap is 9.32 eV. Its total charge is 0. As for the HOMO energy: -9.7 eV. The calculation puts the energy above the lowest of the compared OMol25 structures with the same formula, charge and spin at 0.525 eV.


no.,energy (eV)
1,-20003.79586
2,-71726.64327
3,-1539250.85851
4,-8865.69053
5,-24830.50727
6,-38906.03277
7,-354662.24552
8,-2395024.86502